Entry 1:
The following is a quantum chemistry calculation of a structure of composition C56H50Cl4CsN10O at a distorted geometry, from the Open Molecules 2025 dataset.

```
122
Properties=species:S:1:pos:R:3:mulliken_charge:R:1
Cs 0.1287 -0.1457 -0.3096 1.312
Cl 1.3116 -5.6739 -5.6553 -0.261
C 1.5778 -4.8194 -4.1477 0.337
C 2.3654 -3.6565 -4.1784 -1.163
C 2.5923 -2.9510 -2.9957 -0.246
C 2.1582 -3.4254 -1.7873 0.851
C 1.3192 -4.5802 -1.7714 0.141
C 0.9819 -5.2221 -2.9357 -1.084
C 2.5609 -2.5904 -0.6320 1.307
C 2.0463 -2.7600 0.6054 -0.285
C 2.6500 -2.3167 1.8773 -1.113
C 1.6806 -2.3522 2.8019 -0.964
C 0.4746 -2.8029 2.0929 0.050
C -0.8134 -2.7245 2.8145 0.206
C -1.9001 -3.7217 2.8286 0.353
C -1.9526 -4.6228 1.7044 -0.510
C -2.9218 -5.6055 1.6747 -1.056
C -3.8422 -5.7123 2.6967 0.498
Cl -4.8381 -7.1224 2.6623 -0.260
C -3.8477 -4.8617 3.7514 -1.074
C -2.8720 -3.8562 3.8366 0.005
C -0.9567 -1.3912 3.2365 0.549
N -0.0872 -0.4181 2.8947 -0.198
C -0.4354 0.6805 3.5660 0.259
C 0.3093 1.8887 3.6212 0.754
C -0.1770 2.7712 4.7461 -0.566
C 0.3209 2.5236 6.0383 0.229
C -0.2253 3.1608 7.1504 -0.813
C -1.3000 4.0739 6.9629 0.503
Cl -1.9338 5.0646 8.2654 -0.251
C -1.7737 4.3844 5.7133 -0.951
C -1.2568 3.6591 4.6414 -0.133
C 1.4717 2.2403 2.8599 0.574
C 2.3317 3.3210 3.2207 -1.573
C 3.3694 3.3108 2.3488 -2.203
C 3.0533 2.2336 1.4136 0.644
N 1.9248 1.6048 1.7700 -0.195
C 3.9883 1.8239 0.4288 1.335
C 3.9105 0.6700 -0.3189 -0.396
C 4.8653 0.1899 -1.2922 -0.628
C 4.5517 -1.1032 -1.5899 -1.697
C 3.3938 -1.4157 -0.7714 -0.462
N 3.0695 -0.4010 -0.0385 0.345
C 5.1004 2.7825 0.1052 -0.048
C 6.4920 2.5201 0.1603 -0.185
C 7.4203 3.4466 -0.3327 -0.848
C 6.9628 4.6667 -0.7580 0.519
Cl 8.1141 5.8292 -1.3472 -0.243
C 5.6305 5.0139 -0.7706 -0.933
C 4.7392 4.0545 -0.3536 -0.215
C -1.7210 0.4167 4.2797 -1.208
C -2.0905 -0.8284 4.0464 -0.999
N 0.7740 -3.2268 0.8564 0.047
H 2.7745 -3.3475 -5.1511 0.364
H 3.1069 -2.0040 -3.0661 0.265
H 0.9781 -4.9355 -0.8059 0.554
H 0.4152 -6.1778 -2.9145 0.373
H 3.6112 -1.8861 2.0021 0.568
H 1.6918 -2.0085 3.8316 0.479
H -1.2284 -4.4522 0.9099 0.654
H -2.8444 -6.3621 0.9211 0.425
H -4.5929 -4.9737 4.5396 0.373
H -2.9036 -3.1883 4.6543 0.687
H 1.0627 1.7318 6.2492 0.382
H 0.1423 2.9689 8.1843 0.307
H -2.5293 5.1361 5.6025 0.436
H -1.5590 3.9247 3.6551 0.428
H 2.2561 3.8788 4.1052 0.583
H 4.2414 3.9183 2.4864 0.418
H 5.7392 0.7911 -1.5437 0.657
H 5.0216 -1.8251 -2.2380 0.702
H 6.9223 1.5335 0.4426 0.468
H 8.4718 3.2581 -0.3595 0.428
H 5.2949 5.9901 -1.1041 0.412
H 3.6782 4.2941 -0.3591 0.428
H -2.3544 1.1736 4.7582 0.295
H -3.0322 -1.3531 4.2672 0.242
C -3.2815 -1.5795 0.6601 -0.906
N -4.2277 -1.1241 -0.3656 0.284
C -5.1399 -2.0448 -0.9620 -0.558
C -6.0462 -1.1405 -1.7555 -0.648
N -5.1544 0.0547 -2.0402 0.101
C -5.8944 1.3489 -2.1211 -1.103
C -4.0481 0.0346 -1.0693 0.183
N -3.0580 0.8149 -0.8388 -0.390
C -2.8412 2.0698 -1.5409 -1.384
C -2.5111 1.8747 -3.0197 -0.247
N -1.0865 1.5928 -3.2098 -0.257
C -0.6303 0.8643 -4.1392 0.217
N 0.7362 0.6498 -4.3063 0.022
C 1.7349 1.0352 -3.3725 -0.854
C 0.9175 -0.6223 -4.9741 -0.018
C -0.2899 -0.6718 -5.8822 -0.945
N -1.2866 0.0212 -5.0924 0.145
C -2.3570 0.5939 -5.8750 -1.021
H -3.7575 -2.0864 1.4877 0.338
H -2.7676 -0.7304 1.0567 0.161
H -2.5939 -2.3456 0.2595 0.345
H -5.6186 -2.6148 -0.2024 0.425
H -4.6838 -2.8182 -1.6135 0.268
H -6.9457 -0.8104 -1.2447 0.299
H -6.3625 -1.5553 -2.7037 0.360
H -6.6073 1.2379 -2.9452 0.383
H -5.1639 2.0700 -2.3767 0.251
H -6.3120 1.5845 -1.1521 0.373
H -1.9623 2.5412 -1.1230 0.356
H -3.6404 2.8259 -1.4069 0.427
H -2.7690 2.7890 -3.5354 0.381
H -3.1298 1.0763 -3.4465 0.266
H 1.5171 1.9839 -2.8859 0.550
H 2.6839 1.1394 -3.9826 0.259
H 1.8943 0.2804 -2.5666 -0.186
H 0.8014 -1.5011 -4.2658 -0.177
H 1.8447 -0.7254 -5.5704 0.474
H -0.6382 -1.6766 -6.1640 0.398
H -0.0275 -0.1038 -6.7684 0.375
H -2.8842 -0.2174 -6.4664 0.288
H -2.0099 1.3272 -6.6436 0.347
H -3.0701 1.0841 -5.2020 0.437
O 1.0968 5.4987 1.4442 -0.695
H 1.8977 5.1989 1.9011 0.381
H 0.6122 4.6674 1.2675 0.312
```

Summary:
multiplicity	1
molar mass	1153.80	u
E_tot	-126469.265	eV
orbital gap (spin up / spin down)	5.13 / 5.20	eV
total charge	-1
HOMO level (spin up / spin down)	-3.486 / -3.522	eV

---

Entry 2:
The following is a quantum chemistry calculation of a structure of composition C56H50NO3P2RhS3Te at a distorted geometry, from the Open Molecules 2025 dataset.

```
117
Properties=species:S:1:pos:R:3:mulliken_charge:R:1
Rh 0.6178 0.0114 0.2847 -0.271
S -0.1366 -1.7177 1.5346 -0.593
P 1.6705 -1.4580 2.3960 1.676
C 2.1344 0.0765 1.8310 -1.957
P 1.4141 1.5494 2.2968 2.986
S -0.5217 1.3759 1.6620 -0.488
C 2.2503 2.8807 1.3884 0.594
C 3.4452 3.3939 1.8926 -0.831
C 4.1940 4.2823 1.1392 -0.758
C 3.7600 4.6551 -0.1280 -0.867
C 2.5703 4.1504 -0.6295 -0.591
C 1.8103 3.2700 0.1304 0.300
C 1.5626 2.0513 4.0290 0.427
C 2.5049 1.4344 4.8452 0.009
C 2.6276 1.8139 6.1746 -0.700
C 1.8027 2.8031 6.6902 -0.634
C 0.8591 3.4202 5.8773 -0.622
C 0.7416 3.0491 4.5468 -0.714
C 1.6318 -1.7712 4.1820 0.565
C 2.6464 -2.4271 4.8728 -0.282
C 2.6001 -2.5142 6.2581 -0.792
C 1.5381 -1.9554 6.9556 -0.517
C 0.5144 -1.3134 6.2696 -0.759
C 0.5621 -1.2183 4.8888 -0.484
C 2.8461 -2.6644 1.7166 0.272
C 2.4214 -3.8435 1.1168 -0.587
C 3.3499 -4.7179 0.5650 -0.716
C 4.7032 -4.4164 0.6107 -0.534
C 5.1316 -3.2341 1.2038 -0.745
C 4.2050 -2.3571 1.7465 -0.138
H 3.7950 3.0992 2.8753 0.364
H 5.1173 4.6838 1.5385 0.405
H 4.3479 5.3463 -0.7195 0.433
H 2.2228 4.4397 -1.6135 0.490
H 0.8773 2.8865 -0.2669 -0.324
H 3.1365 0.6526 4.4400 0.401
H 3.3593 1.3275 6.8076 0.449
H 1.8916 3.0951 7.7293 0.393
H 0.2156 4.1916 6.2806 0.412
H 0.0043 3.5312 3.9132 0.466
H 3.4723 -2.8768 4.3355 0.363
H 3.3911 -3.0271 6.7910 0.419
H 1.5039 -2.0261 8.0359 0.401
H -0.3167 -0.8797 6.8115 0.445
H -0.2293 -0.7106 4.3477 0.309
H 1.3626 -4.0686 1.0613 0.465
H 3.0107 -5.6322 0.0938 0.448
H 5.4257 -5.0979 0.1789 0.402
H 6.1864 -2.9898 1.2317 0.441
H 4.5283 -1.4089 2.1609 0.342
C -3.8459 0.5132 -5.7652 -1.589
C -2.9072 0.6399 -4.5942 0.292
C -2.0651 1.7326 -4.4488 -0.442
C -1.2048 1.8486 -3.3642 2.139
C -0.4426 3.1271 -3.2051 -0.688
O 0.4212 3.4499 -4.0002 -0.729
C -0.8019 4.0466 -2.0754 0.312
C -0.1862 5.2967 -2.0272 -0.454
C -0.4773 6.1817 -1.0045 -0.641
C -1.3907 5.8247 -0.0207 -0.471
C -2.0179 4.5884 -0.0690 -0.757
C -1.7302 3.7030 -1.0968 0.278
C -1.0904 0.8167 -2.3983 -1.707
O -0.1866 0.9120 -1.4473 1.320
C -1.9850 -0.2688 -2.5311 -0.236
C -2.8691 -0.3289 -3.5990 -0.095
C -2.0459 -1.3507 -1.5066 0.318
N -1.2847 -2.3637 -1.4892 0.204
C -0.2285 -2.4801 -2.4696 0.470
C -0.5462 -3.5204 -3.5437 -1.710
Te -1.5681 -5.2760 -2.8718 0.225
C -3.4926 -4.4587 -3.1288 -0.097
C -4.3515 -4.3412 -2.0409 -0.164
C -5.6243 -3.8095 -2.2075 -0.455
C -6.0452 -3.3849 -3.4596 -0.482
C -5.1932 -3.5069 -4.5500 -0.568
C -3.9255 -4.0476 -4.3866 -0.338
C -3.0820 -1.2274 -0.4354 1.122
C -3.2207 -2.2431 0.5138 -0.470
C -4.1424 -2.1236 1.5388 -1.343
C -4.9411 -0.9891 1.6334 -0.678
C -4.8116 0.0237 0.6969 -0.831
C -3.8865 -0.0941 -0.3332 -0.529
H -3.8032 1.4019 -6.3963 0.395
H -4.8804 0.3859 -5.4384 0.327
H -3.5948 -0.3473 -6.3906 0.287
H -2.0907 2.5347 -5.1803 0.400
H 0.5161 5.5574 -2.8080 0.479
H 0.0067 7.1501 -0.9713 0.413
H -1.6170 6.5160 0.7824 0.414
H -2.7295 4.3081 0.6976 0.449
H -2.2180 2.7372 -1.1297 0.384
H -3.5528 -1.1736 -3.6504 0.246
H 0.6831 -2.7685 -1.9319 0.088
H -0.0254 -1.5283 -2.9743 -0.216
H 0.3676 -3.8763 -4.0214 0.630
H -1.1761 -3.0977 -4.3264 0.327
H -4.0196 -4.6408 -1.0541 0.334
H -6.2784 -3.7089 -1.3500 0.365
H -7.0328 -2.9594 -3.5863 0.391
H -5.5159 -3.1837 -5.5320 0.411
H -3.2767 -4.1558 -5.2482 0.460
H -2.5887 -3.1172 0.4259 0.914
H -4.2380 -2.9147 2.2730 0.516
H -5.6616 -0.8978 2.4372 0.419
H -5.4294 0.9109 0.7652 0.454
H -3.7875 0.7010 -1.0604 0.297
C 2.5644 0.8402 -3.3772 -0.537
S 2.7286 -0.6545 -2.4151 0.441
C 4.5142 -0.7730 -2.4038 -1.068
O 2.4248 -0.2544 -0.9872 -0.659
H 3.1276 1.6355 -2.8887 0.282
H 1.5073 1.0916 -3.3947 -0.276
H 2.9191 0.6639 -4.3939 0.586
H 4.8777 -0.9713 -3.4128 0.434
H 4.7655 -1.6025 -1.7436 0.299
H 4.9239 0.1564 -2.0081 0.342
```

Summary:
multiplicity	1
molar mass	1173.67	u
relative energy (zero: lowest compared OMol25 entry of this formula, charge and spin)	1.637	eV
E_tot	-127900.845	eV
orbital gap	6.78	eV
HOMO level	-7.201	eV

---

Entry 3:
The following is a quantum chemistry calculation of a structure of composition C56H51AsF3O3PSiY at a distorted geometry, from the Open Molecules 2025 dataset.

```
117
Properties=species:S:1:pos:R:3:mulliken_charge:R:1
Y 1.5794 -0.7367 0.4530 0.518
C 0.7760 -3.2697 -0.4385 -0.588
C 1.9922 -3.7632 0.0771 -0.666
C 3.0489 -3.2281 -0.6933 -0.594
C 2.4929 -2.3883 -1.6760 -0.956
C 1.0791 -2.4192 -1.5312 -0.502
H -0.2136 -3.5116 -0.0783 0.675
H 2.1011 -4.4170 0.9308 0.462
H 4.1010 -3.3891 -0.5173 0.454
H 3.0419 -1.8580 -2.4445 0.547
H 0.3576 -1.9660 -2.1951 0.633
C 3.3504 3.3181 -0.7220 -1.778
C 3.4351 1.9878 -0.0008 1.768
C 4.8627 1.5205 0.1906 -1.726
O 2.7068 0.9827 -0.7838 0.570
C 2.7147 2.0654 1.3792 -0.105
O 3.0436 2.9841 2.1100 -0.740
O 1.8469 1.1481 1.5869 -0.184
H 3.8132 3.2546 -1.7132 0.465
H 3.8754 4.0625 -0.1259 0.385
H 2.3106 3.6321 -0.8435 0.257
H 5.3960 1.5164 -0.7654 0.431
H 4.8810 0.5194 0.6263 0.200
H 5.3638 2.2094 0.8724 0.413
H 3.1345 0.8604 -1.6401 0.004
C -2.1888 0.2644 -2.3008 -0.944
C -2.0079 -0.7870 -3.3892 -1.583
As -3.6113 -0.9922 -4.5515 0.198
C -4.9281 -0.7224 -3.1135 -0.128
C -5.2994 -1.8472 -2.3789 -0.361
C -6.1189 -1.7307 -1.2646 -0.587
C -6.5953 -0.4844 -0.8781 -0.535
C -6.2487 0.6417 -1.6158 -0.501
C -5.4172 0.5220 -2.7225 0.272
C -3.6821 0.7855 -5.3643 -0.056
C -4.8982 1.2209 -5.8923 -0.370
C -4.9980 2.4434 -6.5382 -0.536
C -3.8730 3.2494 -6.6825 -0.564
C -2.6525 2.8177 -6.1810 -0.560
C -2.5599 1.5931 -5.5302 0.135
P -0.6662 0.8093 -1.3939 0.993
C -1.4230 2.1335 -0.3613 0.290
C -2.7928 2.3854 -0.2656 -0.764
C -3.2677 3.3483 0.6177 -0.524
C -2.3912 4.0713 1.4146 -0.751
C -1.0269 3.8329 1.3246 -0.738
C -0.5563 2.8702 0.4458 -0.306
C 0.1199 1.7647 -2.7552 1.583
C 1.0258 1.0851 -3.5748 -0.831
C 1.6528 1.7365 -4.6305 -0.715
C 1.4007 3.0824 -4.8638 -0.776
C 0.5199 3.7724 -4.0380 -0.949
C -0.1189 3.1179 -2.9922 -0.539
H -2.8481 -0.1291 -1.5259 0.820
H -2.6598 1.1545 -2.7184 0.544
H -1.8301 -1.7697 -2.9512 0.618
H -1.1607 -0.5802 -4.0474 0.518
H -4.9258 -2.8218 -2.6748 0.347
H -6.3787 -2.6131 -0.6915 0.434
H -7.2291 -0.3897 -0.0046 0.377
H -6.6127 1.6191 -1.3200 0.413
H -5.1385 1.4119 -3.2776 0.250
H -5.7798 0.5978 -5.7819 0.404
H -5.9536 2.7691 -6.9309 0.381
H -3.9482 4.2050 -7.1871 0.384
H -1.7670 3.4327 -6.2871 0.404
H -1.5969 1.2781 -5.1465 0.319
H -3.5047 1.8269 -0.8577 0.134
H -4.3358 3.5215 0.6945 0.356
H -2.7733 4.8008 2.1182 0.352
H -0.3272 4.3660 1.9579 0.488
H 0.4993 2.6596 0.4092 0.024
H 1.2367 0.0365 -3.3748 0.281
H 2.3446 1.1953 -5.2658 0.461
H 1.8955 3.5951 -5.6802 0.423
H 0.3283 4.8259 -4.2077 0.447
H -0.8055 3.6603 -2.3523 0.407
C -2.4712 -5.2414 2.9301 -0.487
C -1.2028 -4.7833 3.2668 -0.609
C -0.8140 -3.4949 2.9174 -0.289
C -1.6821 -2.6258 2.2438 0.018
C -2.9538 -3.1094 1.9168 -0.219
C -3.3455 -4.4032 2.2498 -0.511
Si -1.0819 -0.8778 1.7465 0.478
C -1.2871 0.2209 3.2956 0.517
C -0.2867 0.2552 4.2727 -0.201
C -0.3978 1.0658 5.3953 -0.585
C -1.5111 1.8836 5.5555 -0.530
C -2.5066 1.8819 4.5861 -0.546
C -2.3938 1.0577 3.4710 -0.095
H -2.7730 -6.2491 3.1915 0.347
H -0.5122 -5.4350 3.7903 0.381
H 0.1912 -3.1576 3.1581 0.351
H -3.6458 -2.4577 1.3903 0.366
H -4.3351 -4.7570 1.9814 0.384
H -2.2903 -0.4329 0.9403 -0.621
H 0.6093 -0.3446 4.1383 0.212
H 0.3912 1.0747 6.1388 0.378
H -1.5966 2.5241 6.4257 0.364
H -3.3735 2.5258 4.6990 0.407
H -3.1761 1.0651 2.7180 0.275
F 9.4893 -4.2473 5.4742 -0.293
C 8.4933 -3.5636 6.0673 0.816
F 9.0684 -2.5242 6.7116 -0.262
F 8.0014 -4.3676 7.0376 -0.260
C 7.4388 -3.1216 5.1124 0.428
C 6.3727 -2.3722 5.6004 -0.949
C 5.3763 -1.9495 4.7397 -0.465
C 5.4194 -2.2625 3.3717 0.183
C 6.5004 -3.0207 2.9052 -0.564
C 7.4987 -3.4436 3.7655 -0.528
C 4.3785 -1.8125 2.5064 0.350
C 3.4470 -1.4515 1.7982 -0.367
H 6.3306 -2.1244 6.6541 0.356
H 4.5442 -1.3666 5.1118 0.517
H 6.5415 -3.2785 1.8546 0.449
H 8.3278 -4.0298 3.3922 0.425
```

Summary:
multiplicity	1
molar mass	1051.90	u
relative energy (zero: lowest compared OMol25 entry of this formula, charge and spin)	0.931	eV
E_tot	-152246.986	eV
orbital gap	6.75	eV
total charge	-1
HOMO level	-4.656	eV